Here is a single C2N2 molecule in a non-equilibrium geometry from OMol25. Energies are from the ωB97M-V functional and the def2-TZVPD basis.

Kohn-Sham gap (eV): 12.532
Energy relative to the best compared isomer or geometry (same formula, charge and spin) (kJ/mol): 298.5
2S+1: 1

Each line ends with the Mulliken charge.
Element x y z (Å)
N: 0.17053 0.35720 -0.54823  0.033
C: -1.04062 -1.00313 1.08084  -0.112
C: 1.17153 0.47540 -1.17042  -0.055
N: -0.60564 -0.22895 0.29998  0.135

---

Here is 2 unconnected molecules or ions with the total composition C2N3O2S in a non-equilibrium geometry from OMol25. Energies are from the ωB97M-V functional and the def2-TZVPD basis.

Kohn-Sham gap (eV): 7.777
Net charge: -1
Energy relative to the best compared isomer or geometry (same formula, charge and spin) (kJ/mol): 39.9
2S+1: 1

Each line ends with the Mulliken charge.
Element x y z (Å)
N: 2.46744 0.23378 -1.19242  -0.374
O: -2.39445 1.45256 0.03876  -0.347
O: -2.56722 -0.80146 0.05909  -0.378
S: 1.30289 0.22838 1.01600  -0.083
N: 2.72218 0.37938 0.08218  -0.130
N: 1.16733 0.19817 -1.51131  -0.200
C: -2.33020 0.31783 0.07785  0.716
C: 0.27055 0.30137 -0.49202  -0.203

---

Here is 2 unconnected molecules or ions with the total composition C2N4O2S in a non-equilibrium geometry from OMol25. Energies are from the ωB97M-V functional and the def2-TZVPD basis.

Kohn-Sham gap (eV): 4.742
Net charge: -2
Energy relative to the best compared isomer or geometry (same formula, charge and spin) (kJ/mol): 77.2
2S+1: 1

Each line ends with the Mulliken charge.
Element x y z (Å)
N: 1.33750 0.53969 0.64268  -0.425
N: 0.34783 2.21718 -0.29500  -0.321
C: -0.53477 1.18263 -0.21008  0.151
N: 1.43430 1.80047 0.29266  -0.505
C: -0.19802 -2.23910 -0.01964  0.792
S: -2.17951 1.28403 -0.57569  -0.769
O: -0.10549 -2.75114 1.02066  -0.456
N: 0.10621 0.10033 0.35863  -0.021
O: -0.20804 -2.13408 -1.21422  -0.448